(1)
{
  "formula": "C17H22N3O3S",
  "method": "ωB97M-V/def2-TZVPD",
  "smiles": "C[NH+](C)[C@H](CNC(=O)Cc1ccc([N+](=O)[O-])s1)Cc1ccccc1",
  "e_above_lowest_ev": 0.000,
  "orbital_gap_ev": 9.023,
  "lumo_ha": -0.1178,
  "charge": 1,
  "e_homo_ev": -12.2294,
  "multiplicity": 1,
  "species": ["C", "N", "C", "C", "C", "N", "C", "O", "C", "C", "C", "C", "C", "N", "O", "O", "S", "C", "C", "C", "C", "C", "C", "C", "H", "H", "H", "H", "H", "H", "H", "H", "H", "H", "H", "H", "H", "H", "H", "H", "H", "H", "H", "H", "H", "H"],
  "positions_angstrom": [[0.35245, -3.39959, -0.93641], [0.49144, -2.09504, -1.61035], [0.32440, -2.22505, -3.07085], [-0.41351, -1.06234, -0.97025], [-1.93057, -1.22804, -1.25836], [-2.67646, -0.66027, -0.15630], [-2.61102, -1.08764, 1.12827], [-1.88019, -2.05242, 1.38526], [-3.19428, -0.19504, 2.23581], [-2.32226, 1.02242, 2.42300], [-2.75361, 2.33520, 2.48335], [-1.65446, 3.27971, 2.62661], [-0.45124, 2.66503, 2.70093], [0.78770, 3.30017, 2.88438], [1.78773, 2.59402, 2.87175], [0.75696, 4.51105, 3.13001], [-0.59757, 0.88604, 2.59222], [0.07062, 0.34061, -1.33402], [1.55321, 0.52466, -0.98847], [2.04500, 0.09998, 0.21610], [3.34810, 0.38520, 0.58688], [4.21835, 1.00385, -0.30442], [3.75255, 1.41942, -1.54688], [2.43241, 1.21124, -1.86314], [-0.52065, -3.96626, -1.30368], [0.26691, -3.33686, 0.17738], [1.18578, -4.09546, -1.08980], [1.48783, -1.76689, -1.44161], [0.50370, -1.25140, -3.60419], [-0.63949, -2.63665, -3.32889], [1.06543, -2.94421, -3.44361], [-0.26389, -1.17743, 0.14976], [-2.22617, -2.29888, -1.33409], [-2.17975, -0.78126, -2.21501], [-3.16664, 0.23342, -0.30559], [-4.23035, 0.10321, 1.98787], [-3.25942, -0.78618, 3.13058], [-3.79337, 2.65835, 2.48682], [-1.88512, 4.37993, 2.65491], [-0.14173, 0.57215, -2.38217], [-0.50740, 1.06705, -0.79425], [1.44352, -0.42542, 0.92851], [3.68699, 0.20043, 1.59589], [5.21972, 1.28304, -0.00940], [4.43849, 1.82920, -2.25846], [2.07987, 1.56693, -2.82612]],
  "mulliken_charge": [-0.797, 0.385, -0.886, 0.273, -1.210, 0.072, 0.347, -0.581, -1.046, 0.561, -0.659, -0.195, -0.043, 0.951, -0.573, -0.571, -0.007, -1.266, 0.333, 0.342, -0.922, -0.550, -0.740, -0.520, 0.395, 0.290, 0.394, 0.522, 0.291, 0.388, 0.414, -0.029, 0.243, 0.402, 0.330, 0.362, 0.358, 0.436, 0.432, 0.540, 0.481, 0.420, 0.424, 0.387, 0.432, 0.390]
}

---

(2)
{
  "formula": "C10H81F4O40PS",
  "method": "ωB97M-V/def2-TZVPD",
  "orbital_gap_ev": 9.606,
  "lumo_ha": -0.0182,
  "e_homo_ev": -10.0998,
  "multiplicity": 1,
  "species": ["C", "C", "O", "P", "O", "C", "C", "C", "C", "O", "C", "F", "F", "F", "O", "S", "O", "O", "O", "C", "F", "O", "C", "C", "H", "H", "H", "H", "H", "H", "H", "H", "H", "H", "H", "H", "H", "H", "H", "H", "H", "O", "H", "H", "O", "H", "H", "O", "H", "H", "O", "H", "H", "O", "H", "H", "O", "H", "H", "O", "H", "H", "O", "H", "H", "O", "H", "H", "O", "H", "H", "O", "H", "H", "O", "H", "H", "O", "H", "H", "O", "H", "H", "O", "H", "H", "O", "H", "H", "O", "H", "H", "O", "H", "H", "O", "H", "H", "O", "H", "H", "O", "H", "H", "O", "H", "H", "O", "H", "H", "O", "H", "H", "O", "H", "H", "O", "H", "H", "O", "H", "H", "O", "H", "H", "O", "H", "H", "O", "H", "H", "O", "H", "H", "O", "H", "H"],
  "positions_angstrom": [[-2.85806, -0.03588, 4.11884], [-3.37732, -0.07129, 2.67296], [-2.29581, -0.26435, 1.72385], [-2.69509, 0.21074, 0.25059], [-3.72276, 1.26537, 0.22939], [-1.14259, 0.84355, -0.49259], [-0.75581, -0.02657, -1.71410], [0.52962, 0.38976, -2.46919], [1.43280, -0.83753, -2.68007], [1.71689, -1.47524, -1.42067], [2.51149, -2.55095, -1.45904], [3.74717, -2.22523, -0.96822], [2.04876, -3.52545, -0.69690], [2.74983, -3.03796, -2.70174], [0.06108, 0.69104, -3.82167], [1.14654, 1.57944, -4.59774], [2.04970, 0.76958, -5.36347], [0.42017, 2.60420, -5.23495], [1.98845, 2.01060, -3.27413], [1.27642, 1.64303, -2.05738], [0.52961, 2.72978, -1.76769], [-3.08105, -1.03027, -0.67429], [-4.50463, -1.38391, -0.67200], [-4.63558, -2.72915, -1.41170], [-3.60314, 0.42651, 4.76230], [-1.97048, 0.60274, 4.11175], [-2.54697, -1.02356, 4.43831], [-4.09733, -0.88724, 2.57699], [-3.89066, 0.87236, 2.50277], [-0.37236, 0.85464, 0.28255], [-1.36492, 1.85638, -0.80986], [-1.58067, 0.02688, -2.41915], [-0.68572, -1.06269, -1.38489], [2.37103, -0.54567, -3.16074], [0.87917, -1.48277, -3.35851], [2.09415, 1.52983, -1.34426], [-4.83061, -1.45616, 0.36234], [-5.03621, -0.60888, -1.21529], [-5.21775, -2.60546, -2.32290], [-3.64572, -3.05576, -1.71000], [-5.08768, -3.47779, -0.76707], [1.27730, -3.53333, -5.39283], [1.87991, -3.47699, -4.64525], [1.12097, -2.61341, -5.64245], [7.30135, -2.62007, -0.67184], [6.36123, -2.46365, -0.80760], [7.53168, -3.26840, -1.34587], [-5.80320, 3.28183, 1.28087], [-4.97149, 2.86356, 1.01687], [-6.47101, 2.80884, 0.77466], [-1.86661, -2.62750, -4.85500], [-1.04922, -3.11746, -4.99793], [-2.50026, -3.03947, -5.44979], [-8.62300, 2.48500, 1.00920], [-9.00335, 1.93463, 1.70271], [-9.17395, 3.27387, 1.00827], [-2.97020, 1.75428, -3.27034], [-2.75842, 2.58686, -2.83495], [-2.38741, 1.73002, -4.03747], [-1.17526, 2.13310, 5.35223], [-0.60659, 2.29635, 6.11179], [-1.45254, 3.01172, 5.07432], [7.34561, 0.45564, -0.38706], [7.68130, -0.43925, -0.52095], [7.73773, 0.96539, -1.11348], [-5.10378, 1.25808, 6.37690], [-4.65096, 1.68732, 7.11347], [-5.91906, 0.92288, 6.76438], [-2.29167, -1.17437, 6.74968], [-1.88366, -1.34011, 7.60849], [-2.72112, -0.31815, 6.84393], [4.20196, 1.09466, 0.93319], [5.11140, 1.18040, 0.60848], [3.84700, 0.33889, 0.45430], [3.99466, -3.68027, -7.31704], [4.49667, -3.33019, -6.57543], [3.14973, -3.94221, -6.93239], [5.52092, -0.34889, -2.76617], [6.06892, -0.01209, -2.04512], [4.74807, -0.69195, -2.31475], [4.76904, 2.78212, -1.74416], [4.28512, 2.72339, -0.91062], [4.11127, 2.65244, -2.43529], [8.87980, 1.94764, -2.36617], [9.07201, 2.75261, -1.87379], [9.46135, 1.98579, -3.13059], [3.22234, -1.42706, 3.02516], [4.17596, -1.29603, 2.96809], [3.06265, -2.26345, 2.57263], [4.27983, 1.06774, -7.67002], [4.06621, 0.28496, -8.19267], [3.61389, 1.06509, -6.97616], [1.73635, 0.24378, -9.27971], [1.82006, 1.09755, -8.84153], [1.70122, 0.46152, -10.21600], [-4.45363, 3.91811, 5.98657], [-4.94335, 4.67128, 5.64645], [-4.96081, 3.14821, 5.67886], [4.19725, -2.99783, 5.47664], [4.80777, -3.56762, 5.00054], [3.75835, -2.47208, 4.79467], [0.98187, 0.32900, 4.23788], [1.07525, 1.25839, 4.01012], [1.54442, -0.15188, 3.62230], [1.20032, 5.53909, -1.82716], [2.10132, 5.66864, -2.14036], [0.88559, 4.77686, -2.31861], [10.12974, -2.15832, 0.16355], [9.18508, -2.02032, 0.01959], [10.38561, -2.80389, -0.50065], [-7.14648, -0.09909, 0.96827], [-7.52332, -0.66613, 1.64780], [-7.68725, 0.70016, 0.98292], [-4.06964, -5.32450, -2.53769], [-3.22818, -5.74321, -2.74559], [-4.70956, -5.79886, -3.07807], [4.77464, 1.89591, -4.30634], [5.58983, 1.46777, -4.57887], [4.09146, 1.51261, -4.86370], [-7.20064, 4.44722, 6.92436], [-6.59605, 4.59225, 7.65911], [-7.46597, 5.33130, 6.65226], [-8.55885, 1.37029, -2.26683], [-8.03155, 1.15709, -1.48955], [-8.92901, 2.23507, -2.07047], [-1.10694, -1.63711, 9.61953], [-0.41126, -1.12026, 9.19718], [-0.69994, -2.49567, 9.77388], [3.09889, -5.97479, -2.15651], [3.68696, -5.94652, -1.39624], [2.90402, -5.05290, -2.35442], [-1.79893, 3.72620, 7.70799], [-1.30809, 4.47160, 8.06756], [-2.52061, 4.12487, 7.20134], [0.17797, -2.31166, 5.41148], [0.70063, -1.59109, 5.04082], [-0.73164, -2.01855, 5.28776]],
  "mulliken_charge": [-0.650, -0.285, -0.113, 0.532, -0.639, -0.987, -1.178, 1.316, -2.043, 0.014, 0.726, -0.223, -0.181, -0.209, -0.377, 1.153, -0.609, -0.672, -0.017, 0.341, -0.264, -0.158, 0.152, -1.350, 0.045, 0.274, 0.226, 0.208, 0.318, 0.604, 0.342, 0.330, 0.554, 0.998, 0.219, 0.246, 0.032, 0.310, 0.319, 0.299, 0.368, -0.651, 0.331, 0.329, -0.638, 0.262, 0.309, -0.654, 0.397, 0.277, -0.541, 0.318, 0.260, -0.574, 0.240, 0.255, -0.561, 0.305, 0.271, -0.498, 0.249, 0.246, -0.603, 0.285, 0.313, -0.605, 0.335, 0.239, -0.535, 0.291, 0.254, -0.630, 0.306, 0.272, -0.618, 0.298, 0.338, -0.463, 0.291, 0.165, -0.615, 0.311, 0.370, -0.626, 0.300, 0.274, -0.627, 0.287, 0.304, -0.644, 0.350, 0.321, -0.618, 0.326, 0.296, -0.614, 0.283, 0.352, -0.623, 0.299, 0.392, -0.549, 0.246, 0.229, -0.651, 0.315, 0.306, -0.634, 0.393, 0.282, -0.444, 0.266, 0.304, -0.565, 0.283, 0.285, -0.515, 0.251, 0.239, -0.630, 0.330, 0.305, -0.645, 0.326, 0.310, -0.681, 0.335, 0.326, -0.638, 0.323, 0.327, -0.589, 0.296, 0.299, -0.661, 0.355, 0.343]
}

---

(3)
{
  "formula": "CH2BrPSi",
  "method": "ωB97M-V/def2-TZVPD",
  "s_squared": 2.26,
  "e_above_lowest_ev": 0.945,
  "orbital_gap_ev": [7.301, 6.815],
  "lumo_ha": [-0.0484, -0.0652],
  "e_homo_ev": [-8.6184, -8.5894],
  "multiplicity": 3,
  "species": ["C", "Si", "P", "Br", "H", "H"],
  "positions_angstrom": [[1.20699, -0.27180, 0.83945], [-0.20753, -0.06902, -0.50257], [-2.09195, -0.75963, 0.50325], [1.64248, 1.10056, 1.87298], [-0.90226, 1.10536, -1.13593], [0.35226, -1.10547, -1.57717]],
  "mulliken_charge": [-0.177, 0.304, -0.032, 0.036, -0.084, -0.047]
}

---

(4)
{
  "formula": "C4H3NO2",
  "method": "ωB97M-V/def2-TZVPD",
  "e_above_lowest_ev": 3.940,
  "orbital_gap_ev": 8.829,
  "lumo_ha": -0.0572,
  "e_homo_ev": -10.3848,
  "multiplicity": 1,
  "species": ["C", "C", "C", "C", "N", "O", "O", "H", "H", "H"],
  "positions_angstrom": [[1.45574, 0.23948, 0.08323], [2.42682, 1.01989, -0.15572], [-0.93402, 0.69458, -0.11990], [0.21944, -0.33085, -0.05348], [-0.14634, -1.58206, -0.01437], [-0.62018, 1.93501, -0.05775], [-2.08179, 0.25220, -0.05158], [0.45910, -2.29267, 0.23217], [-1.21997, -1.75204, 0.04372], [0.44120, 1.81646, 0.09368]],
  "mulliken_charge": [-0.270, -0.515, 0.618, 0.670, -0.329, -0.456, -0.602, 0.234, 0.321, 0.330]
}

---

(5)
{
  "formula": "C18H39NO2",
  "method": "ωB97M-V/def2-TZVPD",
  "smiles": "CCCCCCCCCCCCCCC[C@@H](O)[C@@H](N)CO",
  "e_above_lowest_ev": 0.235,
  "orbital_gap_ev": 10.007,
  "lumo_ha": 0.0275,
  "e_homo_ev": -9.2580,
  "multiplicity": 1,
  "species": ["C", "C", "C", "C", "C", "C", "C", "C", "C", "C", "C", "C", "C", "C", "C", "C", "O", "C", "N", "C", "O", "H", "H", "H", "H", "H", "H", "H", "H", "H", "H", "H", "H", "H", "H", "H", "H", "H", "H", "H", "H", "H", "H", "H", "H", "H", "H", "H", "H", "H", "H", "H", "H", "H", "H", "H", "H", "H", "H", "H"],
  "positions_angstrom": [[-2.82885, -1.15333, -8.43148], [-2.17557, -0.25279, -7.39035], [-1.63134, -1.05108, -6.20813], [-0.97163, -0.15472, -5.16296], [-0.43232, -0.95984, -3.98256], [0.33923, -0.11180, -2.97100], [-0.54253, 0.87120, -2.20345], [0.25443, 1.62073, -1.13818], [-0.55343, 2.70471, -0.42328], [-1.77088, 2.19806, 0.35409], [-1.46545, 1.14118, 1.41633], [-0.52130, 1.63338, 2.51049], [-0.32595, 0.58226, 3.60064], [0.64454, 1.06320, 4.67728], [0.85792, 0.06821, 5.81883], [1.47342, -1.28343, 5.43180], [0.58113, -2.10322, 4.69499], [2.77067, -1.14121, 4.61537], [3.66882, -0.24405, 5.32311], [3.39139, -2.52704, 4.33439], [2.70511, -3.24870, 3.35053], [-3.20897, -0.56541, -9.26386], [-2.10971, -1.87194, -8.81891], [-3.65842, -1.70379, -7.99275], [-2.90728, 0.47356, -7.02873], [-1.35881, 0.30494, -7.85461], [-2.44860, -1.60717, -5.74226], [-0.90265, -1.77989, -6.57156], [-1.70280, 0.57471, -4.81012], [-0.15007, 0.39592, -5.62783], [0.23405, -1.73676, -4.36617], [-1.26181, -1.45974, -3.47659], [1.12804, 0.43798, -3.49033], [0.82266, -0.77956, -2.25317], [-1.35933, 0.31966, -1.73478], [-0.97808, 1.59550, -2.89410], [0.64573, 0.90860, -0.40990], [1.11399, 2.09786, -1.61686], [0.10928, 3.24027, 0.25949], [-0.90363, 3.42702, -1.16562], [-2.49764, 1.78511, -0.34838], [-2.24262, 3.05665, 0.83969], [-2.41030, 0.83956, 1.87706], [-1.03960, 0.25434, 0.94440], [-0.92484, 2.54770, 2.95311], [0.45061, 1.87510, 2.07763], [-1.29332, 0.35520, 4.05818], [0.05109, -0.33446, 3.14553], [0.25684, 1.98836, 5.11214], [1.60986, 1.29661, 4.22873], [-0.09975, -0.12851, 6.31304], [1.52434, 0.52778, 6.54892], [1.72622, -1.80647, 6.37365], [-0.29315, -2.03760, 5.09341], [2.52790, -0.68872, 3.64898], [4.50301, -0.08328, 4.76925], [3.96103, -0.66869, 6.19807], [3.44271, -3.09977, 5.27644], [4.41240, -2.39711, 3.95872], [1.76424, -3.20527, 3.57363]],
  "mulliken_charge": [-1.283, -0.321, -0.720, -0.540, -0.756, -0.719, -0.339, -0.663, -0.915, -0.957, -0.583, -0.568, -0.502, -0.686, -1.178, 0.088, -0.660, -0.072, -0.613, -0.762, -0.563, 0.382, 0.322, 0.321, 0.319, 0.324, 0.343, 0.354, 0.266, 0.273, 0.383, 0.308, 0.335, 0.355, 0.264, 0.221, 0.238, 0.469, 0.375, 0.433, 0.361, 0.435, 0.488, 0.196, 0.280, 0.305, 0.223, 0.419, 0.513, 0.279, 0.519, 0.370, 0.404, 0.356, 0.355, 0.299, 0.237, 0.273, 0.350, 0.363]
}

---

(6)
{
  "formula": "C2H13CaN2",
  "method": "ωB97M-V/def2-TZVPD",
  "orbital_gap_ev": 3.322,
  "lumo_ha": 0.1196,
  "charge": -1,
  "e_homo_ev": -0.0677,
  "multiplicity": 1,
  "species": ["C", "Ca", "N", "N", "H", "H", "H", "H", "H", "H", "H", "H", "H", "H", "C", "H", "H", "H"],
  "positions_angstrom": [[2.27809, 1.20773, 0.32166], [-0.37031, 0.16780, -0.09111], [-1.46347, -2.35556, 0.19347], [0.21025, -0.08220, -2.27198], [-2.44705, -2.09829, 0.47012], [2.24799, 0.06587, 0.51739], [2.81972, 1.36364, 1.17028], [1.71098, 2.20234, 0.21258], [2.93151, 1.24900, -0.49215], [-0.64550, 0.19589, -2.77225], [0.62443, -0.87801, -2.61955], [0.89411, 0.71551, -2.29187], [-1.42541, -2.64287, -0.76126], [-1.20323, -3.15012, 0.83873], [-1.45699, 0.91331, 1.77871], [-2.12039, 1.49370, 1.14897], [-0.67478, 1.46790, 2.25652], [-1.90995, 0.16438, 2.39175]],
  "mulliken_charge": [-1.342, -1.587, -0.605, 0.707, 0.228, -0.017, 0.566, 0.355, 0.360, 0.076, 0.263, 0.209, 0.273, 0.282, -1.641, 0.228, 0.330, 0.314]
}

---

- Among the records above, which one has the highest multiplicity?
  CH2BrPSi

---

- multiplicity of number 3 (CH2BrPSi)?
  3